{"formula": "C4H7NO", "method": "ωB97M-V with the def2-TZVPD basis set", "charge": 0, "orbital_gap_ev": [6.84, 6.83], "multiplicity": 1, "e_above_lowest_kcal_mol": 117.2, "e_homo_ev": [-7.0, -7.0], "species": ["C", "C", "C", "N", "C", "O", "H", "H", "H", "H", "H", "H", "H"], "coordinates": [[1.108890, -0.266840, -0.359487], [-1.488015, 0.619407, -0.151612], [0.987922, 0.828507, 0.543847], [0.167521, -1.206502, -0.254170], [-1.288677, -0.740662, 0.071763], [-1.986817, -1.636289, 0.503899], [0.225310, -2.052358, -0.803368], [1.771931, -0.190691, -1.218973], [2.055708, -0.007454, 0.652331], [-2.397463, 1.047906, 0.241035], [-1.016158, 1.131571, -0.975724], [0.486755, 0.672269, 1.485250], [1.373093, 1.801136, 0.265209]], "forces_ev_per_a": [[-1.884, -0.070, -0.591], [-0.065, -0.407, 0.008], [1.475, -1.172, -0.007], [0.859, 0.417, -0.147], [-0.586, 0.425, 0.104], [0.248, -0.013, 0.063], [0.083, 0.044, 0.015], [0.073, -0.093, 0.127], [-0.279, 0.906, 0.555], [-0.081, -0.083, -0.079], [0.167, 0.028, 0.010], [-0.128, 0.107, -0.182], [0.118, -0.089, 0.124]]}